No. 1
A gas-phase ion, C2H5N2S (charge +1) at a distorted geometry, computed with wB97M-V/def2-TZVPD.

```
! wB97M-V def2-TZVPD RIJCOSX def2/J DEFGRID3
* xyz 1 1
C 0.070 0.440 0.791
C 0.865 0.581 -0.513
N -0.257 -0.696 1.318
N 0.531 0.360 -1.784
S 2.162 1.061 0.324
H -0.422 1.137 1.590
H -0.727 -0.797 2.222
H 1.249 0.646 -2.467
H -0.401 0.356 -2.169
H 0.097 -1.526 0.850
*
```

## Properties
DFT total energy   -586.6033 Ha
Largest force on an atom   0.061 Eh/bohr
HOMO level   -13.978 eV
ΔE to the lowest compared entry with this formula, charge and spin   62.5 kJ/mol

No. 2
A molecular structure, C3H7FS3 at a distorted geometry, computed with wB97M-V/def2-TZVPD.

```
! wB97M-V def2-TZVPD RIJCOSX def2/J DEFGRID3
* xyz 0 1
C -0.033 -0.725 -1.864
C -0.764 0.253 -1.014
C 0.114 0.337 0.885
F -2.042 -0.179 -0.727
S 1.836 0.437 0.618
S -0.370 1.908 1.489
S -0.469 -1.083 1.930
H -0.664 -1.543 -1.994
H 0.853 -1.124 -1.264
H 0.258 -0.354 -2.789
H -0.741 1.363 -1.297
H 2.110 -0.779 0.385
H 0.445 1.884 2.530
H -0.532 -0.396 3.112
*
```

## Properties
DFT total energy   -1412.8390 Ha
Largest force on an atom   0.068 Eh/bohr
HOMO level   -8.907 eV
ΔE to the lowest compared entry with this formula, charge and spin   168.6 kJ/mol

No. 3
A single C2H6ClN molecule at a distorted geometry, computed with wB97M-V/def2-TZVPD.

```
! wB97M-V def2-TZVPD RIJCOSX def2/J DEFGRID3
* xyz 0 1
C 0.353 0.253 0.360
C -0.980 0.573 -0.344
H 1.992 -0.787 -0.004
H 0.718 -1.748 0.142
H 0.952 1.136 0.213
H 0.394 0.137 1.441
H -1.395 1.560 -0.192
H -0.749 0.297 -1.373
N 1.037 -0.883 -0.296
Cl -2.323 -0.538 0.053
*
```

## Properties
DFT total energy   -594.7367 Ha
Largest force on an atom   0.027 Eh/bohr
HOMO level   -9.974 eV
ΔE to the lowest compared entry with this formula, charge and spin   40.6 kJ/mol

No. 4
A molecular structure, C36H62BF10KN7O3SbSeSi3 at a distorted geometry, computed with wB97M-V/def2-TZVPD.

```
! wB97M-V def2-TZVPD RIJCOSX def2/J DEFGRID3
* xyz -2 1
K -0.239 -0.323 1.065
C -2.133 1.115 4.278
C -2.665 1.635 2.981
C -3.811 2.414 2.766
C -3.921 2.523 1.399
C -5.035 3.184 0.658
N -2.871 1.873 0.833
N -2.099 1.320 1.828
B -2.364 1.540 -0.624
N -1.792 2.778 -1.474
N -0.446 2.591 -1.680
C 0.006 3.620 -2.362
C 1.456 3.684 -2.727
C -1.037 4.520 -2.632
C -2.159 3.962 -2.055
C -3.492 4.648 -2.078
N -3.264 0.479 -1.378
N -2.730 -0.782 -1.267
C -3.593 -1.638 -1.780
C -3.340 -3.113 -1.754
C -4.705 -0.945 -2.277
C -4.460 0.385 -2.012
C -5.365 1.502 -2.421
H -2.207 1.874 5.062
H -2.723 0.247 4.589
H -1.094 0.796 4.191
H -4.506 2.793 3.502
H -5.975 2.659 0.847
H -5.157 4.218 0.984
H -4.862 3.180 -0.404
H -1.365 0.932 -0.434
H 1.917 2.708 -2.561
H 1.590 3.960 -3.776
H 1.994 4.417 -2.116
H -0.996 5.460 -3.166
H -3.464 5.397 -2.869
H -4.326 3.989 -2.286
H -3.696 5.164 -1.140
H -3.433 -3.484 -0.728
H -4.073 -3.632 -2.374
H -2.339 -3.354 -2.121
H -5.583 -1.350 -2.759
H -6.148 1.081 -3.050
H -5.849 1.988 -1.576
H -4.842 2.251 -3.015
O -0.273 -2.037 -0.848
H -0.527 -2.729 -0.224
H -1.115 -1.550 -1.056
O 0.742 -0.593 4.597
H 1.104 -1.125 3.820
H 0.178 -1.230 5.046
C 1.985 3.495 3.932
N 2.245 2.359 3.062
C 3.082 1.280 3.593
C 1.535 2.160 1.921
C 0.667 3.297 1.445
O 1.613 1.104 1.291
H 2.628 3.406 4.805
H 0.949 3.520 4.279
H 2.208 4.444 3.441
H 4.016 1.708 3.966
H 3.300 0.576 2.795
H 2.573 0.739 4.392
H 1.232 4.234 1.400
H -0.185 3.434 2.121
H 0.288 3.044 0.458
F -5.455 -6.109 6.063
C -5.204 -5.137 5.164
C -5.983 -4.004 5.119
F -7.002 -3.876 5.991
C -5.721 -3.015 4.189
F -6.535 -1.949 4.225
C -4.684 -3.087 3.254
Se -4.367 -1.742 1.974
C -3.918 -4.257 3.348
F -2.894 -4.470 2.513
C -4.166 -5.258 4.267
F -3.407 -6.369 4.298
F 2.751 -1.898 1.713
C 1.764 -2.403 2.609
F 1.062 -3.336 1.810
C 2.553 -3.258 3.584
F 3.244 -4.297 3.058
F 1.728 -3.797 4.503
F 3.458 -2.500 4.237
C 5.811 0.671 -2.517
Si 4.558 0.606 -1.111
C 4.244 2.420 -0.698
C 5.483 -0.150 0.342
Sb 2.296 -0.599 -1.308
Si 1.967 -0.308 -3.859
C 0.421 0.726 -4.156
C 3.330 0.487 -4.884
C 1.616 -1.947 -4.715
Si 3.415 -2.882 -1.716
C 4.719 -2.768 -3.086
C 2.119 -4.151 -2.241
C 4.294 -3.651 -0.264
H 6.595 1.388 -2.243
H 5.361 0.997 -3.462
H 6.275 -0.306 -2.687
H 5.070 2.814 -0.092
H 3.312 2.551 -0.140
H 4.174 3.019 -1.615
H 6.245 0.548 0.712
H 5.983 -1.077 0.041
H 4.803 -0.400 1.166
H 0.650 1.627 -4.739
H -0.052 1.049 -3.224
H -0.314 0.135 -4.714
H 3.613 1.475 -4.499
H 2.952 0.613 -5.906
H 4.236 -0.129 -4.923
H 0.814 -2.488 -4.201
H 2.491 -2.605 -4.759
H 1.286 -1.734 -5.739
H 4.507 -1.962 -3.793
H 4.774 -3.711 -3.644
H 5.707 -2.573 -2.650
H 2.306 -4.520 -3.254
H 1.106 -3.737 -2.209
H 2.149 -4.999 -1.548
H 4.897 -2.940 0.306
H 4.946 -4.450 -0.640
H 3.569 -4.079 0.429
*
```

## Properties
DFT total energy   -7151.8534 Ha
Largest force on an atom   0.026 Eh/bohr
HOMO level   -1.764 eV
ΔE to the lowest compared entry with this formula, charge and spin   102.2 kJ/mol

No. 5
7 unconnected molecules or ions with the total composition C31H38F24N2O7 at a distorted geometry, computed with wB97M-V/def2-TZVPD.

```
! wB97M-V def2-TZVPD RIJCOSX def2/J DEFGRID3
* xyz 0 1
C 12.485 31.546 -24.677
C 11.371 32.403 -25.316
C 10.148 31.436 -25.584
F 9.118 31.807 -26.219
F 10.454 30.346 -26.281
F 10.921 33.367 -24.640
F 11.875 32.925 -26.479
O 12.070 30.809 -23.500
C 12.620 29.628 -23.054
C 11.785 28.967 -22.023
F 10.490 28.661 -22.271
F 12.292 27.916 -21.411
F 12.790 28.801 -24.108
F 13.814 29.913 -22.508
H 13.353 32.167 -24.456
H 13.113 30.933 -25.323
H 9.823 31.150 -24.584
H 11.723 29.700 -21.219
C 24.418 16.094 -25.407
C 24.593 15.293 -24.114
C 25.280 16.175 -23.006
F 26.529 16.584 -23.279
F 24.530 17.233 -22.659
F 23.406 14.899 -23.638
F 25.256 14.175 -24.456
O 25.562 16.507 -26.131
C 25.140 17.068 -27.382
C 26.401 17.957 -27.918
F 27.617 17.880 -27.445
F 26.502 17.896 -29.271
F 24.817 16.051 -28.060
F 23.967 17.859 -27.336
H 24.090 17.056 -25.013
H 23.616 15.712 -26.039
H 25.341 15.566 -22.104
H 26.151 19.006 -27.760
C 19.122 23.220 -17.319
C 20.109 24.183 -18.057
C 21.614 23.829 -17.869
F 22.605 24.272 -18.705
F 22.218 23.768 -16.674
F 19.903 24.154 -19.331
F 20.038 25.499 -17.798
O 18.852 21.992 -17.873
C 19.238 20.785 -17.097
C 18.135 20.407 -16.119
F 16.961 20.083 -16.696
F 18.484 19.450 -15.262
F 19.352 19.786 -17.959
F 20.390 21.005 -16.467
H 18.146 23.702 -17.267
H 19.409 23.174 -16.269
H 21.653 22.790 -18.196
H 17.991 21.336 -15.569
O 13.092 9.790 -25.394
C 14.007 10.482 -24.862
O 13.762 11.818 -24.732
C 14.957 12.606 -24.661
C 16.100 11.671 -24.996
C 15.508 10.211 -24.785
H 15.083 12.977 -23.644
H 14.829 13.474 -25.307
H 16.992 11.890 -24.409
H 16.404 11.837 -26.030
H 15.762 9.717 -23.847
H 15.775 9.642 -25.676
O 19.997 20.115 -30.873
C 20.031 19.114 -31.527
O 19.093 18.177 -31.362
C 19.272 17.260 -32.473
C 20.688 17.511 -33.007
C 20.753 19.005 -32.861
H 18.509 17.592 -33.178
H 18.988 16.247 -32.188
H 20.661 16.959 -33.946
H 21.515 17.057 -32.461
H 20.175 19.555 -33.604
H 21.793 19.330 -32.816
C 16.906 22.627 -23.514
C 17.847 21.487 -23.457
C 18.096 20.719 -24.758
C 18.271 19.257 -24.572
N 18.340 18.118 -24.444
H 17.309 23.445 -24.112
H 16.575 23.048 -22.565
H 15.966 22.329 -23.978
H 17.517 20.839 -22.645
H 18.830 21.846 -23.151
H 19.096 21.004 -25.086
H 17.360 21.011 -25.507
C 21.704 28.697 -26.198
C 21.399 28.039 -27.542
C 21.066 26.584 -27.331
C 22.206 25.788 -26.853
N 23.158 25.225 -26.462
H 21.004 28.245 -25.495
H 21.574 29.760 -26.401
H 22.733 28.525 -25.883
H 22.289 28.039 -28.170
H 20.530 28.581 -27.918
H 20.772 26.219 -28.315
H 20.344 26.330 -26.554
*
```

## Properties
DFT total energy   -4236.7908 Ha
Largest force on an atom   0.110 Eh/bohr
HOMO level   -10.048 eV